1.
{
  "formula": "C61H39F4N7O8PS2Ti",
  "method": "wB97M-V/def2-TZVPD",
  "species": ["Ti", "O", "C", "O", "C", "C", "C", "C", "C", "C", "O", "N", "O", "O", "N", "O", "O", "H", "H", "C", "C", "C", "C", "C", "C", "C", "C", "C", "S", "C", "N", "H", "H", "H", "H", "H", "H", "H", "H", "C", "C", "C", "C", "C", "C", "P", "C", "C", "C", "C", "C", "C", "C", "C", "C", "C", "C", "C", "H", "H", "H", "H", "H", "H", "H", "H", "H", "H", "H", "H", "H", "H", "H", "F", "C", "C", "F", "C", "C", "C", "F", "C", "C", "C", "N", "C", "N", "F", "C", "C", "N", "C", "N", "O", "S", "C", "C", "C", "C", "C", "C", "C", "C", "C", "C", "C", "C", "C", "C", "H", "H", "H", "H", "H", "H", "H", "H", "H", "H", "H", "H", "H", "H"],
  "positions_angstrom": [[0.8211, 0.1822, -1.8933], [4.0013, -1.2448, 0.2722], [3.2336, -1.2083, -0.6632], [1.9831, -0.8019, -0.5960], [3.5732, -1.8165, -1.9840], [4.4509, -2.8685, -2.1047], [4.4937, -3.5918, -3.2960], [3.5780, -3.3550, -4.3000], [2.6736, -2.3155, -4.1746], [2.7609, -1.4252, -3.0588], [2.1019, -0.2926, -3.0015], [1.5510, -2.2548, -5.0618], [1.6136, -2.8358, -6.1256], [0.5441, -1.6796, -4.6827], [5.4303, -4.6813, -3.4351], [5.5004, -5.2452, -4.5113], [6.1086, -4.9754, -2.4683], [5.0857, -3.1556, -1.2787], [3.5272, -4.0089, -5.1588], [1.2155, 1.3493, -5.3277], [0.7446, 2.4502, -4.4396], [0.1937, 3.6045, -5.0340], [-0.2725, 4.6240, -4.2627], [-0.1579, 4.5304, -2.8641], [-0.6031, 5.5463, -1.9965], [-0.4416, 5.4111, -0.6475], [0.2047, 4.2841, -0.1236], [0.6326, 3.2649, -0.9447], [1.4931, 1.8916, -0.3016], [0.4356, 3.3561, -2.3401], [0.8555, 2.3246, -3.1227], [1.2472, 1.6806, -6.3634], [0.5348, 0.5024, -5.2520], [2.2014, 1.0099, -5.0184], [0.1413, 3.6604, -6.1123], [-0.7038, 5.5141, -4.7029], [-1.0792, 6.4184, -2.4239], [-0.8121, 6.1763, 0.0217], [0.3791, 4.1938, 0.9423], [-0.1394, 3.6114, 4.4704], [1.1242, 3.9678, 4.0246], [1.9574, 3.0237, 3.4396], [1.5495, 1.6967, 3.3183], [0.2622, 1.3608, 3.7433], [-0.5744, 2.3032, 4.3164], [2.5445, 0.4008, 2.4531], [4.2258, 1.1020, 2.7135], [5.0550, 0.7802, 3.7832], [6.3086, 1.3647, 3.9005], [6.7503, 2.2718, 2.9500], [5.9350, 2.5887, 1.8730], [4.6846, 2.0031, 1.7516], [2.5148, -0.9094, 3.7573], [2.2597, -0.6504, 5.1051], [2.2698, -1.6783, 6.0358], [2.5189, -2.9842, 5.6382], [2.7635, -3.2555, 4.3011], [2.7657, -2.2258, 3.3704], [-0.7868, 4.3434, 4.9359], [1.4644, 4.9912, 4.1278], [2.9364, 3.3206, 3.0881], [-0.0751, 0.3368, 3.6352], [-1.5725, 2.0203, 4.6277], [4.7235, 0.0724, 4.5305], [6.9440, 1.1082, 4.7394], [7.7299, 2.7226, 3.0463], [6.2797, 3.2906, 1.1238], [4.0454, 2.2377, 0.9088], [2.0639, 0.3631, 5.4285], [2.0920, -1.4542, 7.0804], [2.5333, -3.7811, 6.3706], [2.9587, -4.2712, 3.9800], [2.9973, -2.4275, 2.3345], [-5.7227, 2.5332, -1.1744], [-5.5506, 1.2036, -1.0966], [-6.5840, 0.4476, -0.5934], [-7.7011, 1.0903, -0.2157], [-6.5235, -0.9544, -0.4681], [-5.2893, -1.5005, -0.8700], [-4.2622, -0.7389, -1.3691], [-3.1269, -1.3732, -1.7162], [-4.3425, 0.6472, -1.5284], [-3.2501, 1.4341, -2.0877], [-2.0419, 0.9144, -2.4411], [-0.9489, 0.6129, -2.7775], [-3.3117, 2.8348, -2.2905], [-3.2885, 3.9719, -2.4913], [-5.0882, -2.8259, -0.7569], [-7.6115, -1.7568, -0.0042], [-8.8372, -1.2316, 0.4614], [-9.8648, -0.8815, 0.8617], [-7.5885, -3.1689, -0.0094], [-7.6380, -4.3256, -0.0100], [-0.4613, -0.5503, -0.6300], [-0.0956, -1.1100, 0.7454], [0.2141, -2.9156, 0.5114], [-0.6522, -3.5721, -0.5136], [-1.6628, -4.4534, -0.1433], [-2.4248, -5.0944, -1.1074], [-2.1945, -4.8437, -2.4509], [-1.1940, -3.9611, -2.8309], [-0.4279, -3.3288, -1.8668], [-1.7732, -1.3095, 1.4486], [-2.5428, -0.0127, 1.5745], [-1.9955, 1.2404, 1.3176], [-2.7789, 2.3823, 1.4077], [-4.1152, 2.2880, 1.7565], [-4.6622, 1.0468, 2.0473], [-3.8812, -0.0922, 1.9557], [0.1001, -3.3409, 1.5087], [1.2583, -2.9663, 0.2142], [-1.8423, -4.6562, 0.9064], [-3.2052, -5.7805, -0.8077], [-2.8040, -5.3313, -3.1997], [-1.0050, -3.7678, -3.8791], [0.3591, -2.6459, -2.1681], [-1.6417, -1.7881, 2.4233], [-2.3007, -1.9959, 0.7823], [-0.9566, 1.3476, 1.0351], [-2.3370, 3.3445, 1.1873], [-4.7344, 3.1743, 1.7864], [-5.7037, 0.9596, 2.3291], [-4.3168, -1.0620, 2.1706]],
  "mulliken_charge": [-1.016, -0.650, -0.504, 1.718, 0.203, -0.407, -0.571, -0.620, -0.292, 0.526, -0.256, 1.113, -0.685, -0.550, 1.024, -0.627, -0.620, 0.636, 0.642, -1.127, 1.277, -1.166, -0.939, 1.064, -0.784, -0.639, -0.232, -0.201, 0.228, -0.558, 0.092, 0.525, 0.091, 0.047, 0.404, 0.431, 0.335, 0.412, 0.386, -0.687, -0.641, -0.613, 0.397, -0.391, -0.796, 2.265, 0.505, -0.839, -0.708, -0.599, -0.730, -0.323, -0.189, -0.215, -0.717, -0.642, -0.599, -0.600, 0.376, 0.407, 0.341, 0.493, 0.406, 0.375, 0.410, 0.373, 0.441, 0.486, 0.465, 0.426, 0.391, 0.446, 0.398, -0.484, -0.029, 0.381, -0.419, 0.763, 0.511, 0.149, -0.189, 0.232, 0.041, 0.449, -0.304, -0.026, -0.702, -0.343, 0.278, 0.039, -0.762, 0.099, -0.804, 0.564, 2.018, -1.337, -0.467, -0.225, -0.817, -0.626, -0.763, 0.405, -1.726, 0.879, 1.066, -0.831, -1.109, -0.873, -0.270, 0.919, 0.300, 0.421, 0.409, 0.415, 0.463, 0.251, 0.871, 0.197, -0.614, 0.433, 0.412, 0.451, 0.483],
  "lumo_energy_ev": 0.04,
  "charge": -1,
  "relative_energy_kj_mol": 67.42,
  "orbital_gap_ev": 3.929,
  "energy_ev": -155644.641,
  "multiplicity": 1
}

---

2.
{
  "formula": "C61H46FGeN2P3S2ScSe2",
  "method": "wB97M-V/def2-TZVPD",
  "species": ["Sc", "F", "Ge", "C", "C", "C", "C", "C", "C", "P", "C", "C", "C", "C", "C", "C", "C", "C", "C", "C", "C", "C", "C", "C", "C", "C", "C", "C", "P", "C", "C", "C", "C", "C", "C", "C", "C", "C", "C", "C", "C", "C", "C", "C", "C", "C", "C", "P", "C", "C", "C", "C", "C", "C", "C", "C", "C", "C", "C", "C", "H", "H", "H", "H", "H", "H", "H", "H", "H", "H", "H", "H", "H", "H", "H", "H", "H", "H", "H", "H", "H", "H", "H", "H", "H", "H", "H", "H", "H", "H", "H", "H", "H", "H", "H", "H", "H", "H", "H", "H", "H", "H", "S", "Se", "S", "C", "Se", "N", "C", "C", "C", "C", "C", "C", "N", "H", "H", "H", "H"],
  "positions_angstrom": [[-0.2870, 0.5118, -0.4435], [-0.8045, 2.3866, -0.4378], [-0.5630, 2.1305, 2.0302], [-0.3252, 2.0814, 4.0544], [-0.3206, 3.1184, 4.9966], [-0.1065, 2.8826, 6.3536], [0.1135, 1.5929, 6.8142], [0.1325, 0.5467, 5.9017], [-0.0649, 0.7959, 4.5461], [-0.1465, -0.5682, 3.3298], [1.4098, -1.5636, 3.4573], [1.5625, -2.8003, 2.8362], [2.7761, -3.4788, 2.8837], [3.8518, -2.9366, 3.5678], [3.7128, -1.7012, 4.1910], [2.5099, -1.0138, 4.1237], [-1.2897, -1.6871, 4.3419], [-1.0113, -2.9784, 4.7759], [-1.9487, -3.7224, 5.4957], [-3.1829, -3.1807, 5.8028], [-3.4757, -1.8810, 5.3942], [-2.5435, -1.1518, 4.6766], [-2.4677, 2.8692, 1.7635], [-2.8742, 3.8089, 2.7277], [-4.0745, 4.5043, 2.6564], [-4.9279, 4.2775, 1.5895], [-4.5788, 3.3256, 0.6447], [-3.3846, 2.5964, 0.7170], [-3.1542, 1.2609, -0.5768], [-4.6953, 0.2635, -0.3595], [-4.9227, -0.7026, -1.3432], [-5.9749, -1.6017, -1.2358], [-6.8197, -1.5568, -0.1332], [-6.5937, -0.6118, 0.8591], [-5.5370, 0.2873, 0.7498], [-3.6383, 2.1546, -2.1347], [-2.6098, 2.6443, -2.9425], [-2.8898, 3.2775, -4.1479], [-4.2022, 3.4233, -4.5776], [-5.2357, 2.9255, -3.7947], [-4.9529, 2.2934, -2.5883], [0.5086, 3.7996, 1.4962], [0.3051, 4.9862, 2.2153], [1.0784, 6.1252, 2.0343], [2.0861, 6.1208, 1.0824], [2.2676, 4.9853, 0.3083], [1.5023, 3.8267, 0.4950], [1.7570, 2.4772, -0.7758], [3.5661, 2.1672, -0.7538], [4.0424, 1.2345, -1.6841], [5.3809, 0.8635, -1.7017], [6.2599, 1.3845, -0.7598], [5.7839, 2.2616, 0.2057], [4.4472, 2.6458, 0.2121], [1.5474, 3.5802, -2.2646], [0.4310, 4.4205, -2.2992], [0.1900, 5.2467, -3.3879], [1.0608, 5.2595, -4.4715], [2.1760, 4.4383, -4.4474], [2.4151, 3.6088, -3.3558], [-0.4537, 4.1462, 4.6859], [-0.1114, 3.7163, 7.0494], [0.2642, 1.4044, 7.8721], [0.2990, -0.4686, 6.2426], [0.7401, -3.2325, 2.2860], [2.8770, -4.4300, 2.3715], [4.7983, -3.4634, 3.5995], [4.5548, -1.2554, 4.7079], [2.4274, -0.0285, 4.5607], [-0.0498, -3.4236, 4.5720], [-1.7036, -4.7288, 5.8157], [-3.9152, -3.7627, 6.3519], [-4.4392, -1.4413, 5.6256], [-2.7866, -0.1461, 4.3525], [-2.2336, 3.9997, 3.5788], [-4.3315, 5.2266, 3.4252], [-5.8631, 4.8219, 1.4988], [-5.2658, 3.1316, -0.1712], [-4.2451, -0.7581, -2.1907], [-6.1283, -2.3468, -2.0090], [-7.6366, -2.2641, -0.0365], [-7.2320, -0.5836, 1.7356], [-5.3532, 0.9933, 1.5484], [-1.5835, 2.4792, -2.6521], [-2.0696, 3.6272, -4.7665], [-4.4198, 3.9025, -5.5266], [-6.2648, 3.0187, -4.1256], [-5.7702, 1.8980, -1.9990], [-0.5054, 5.0375, 2.9305], [0.8861, 7.0126, 2.6294], [2.7003, 7.0001, 0.9180], [3.0070, 5.0069, -0.4856], [3.3392, 0.7744, -2.3745], [5.7346, 0.1492, -2.4385], [7.3032, 1.0870, -0.7609], [6.4538, 2.6448, 0.9665], [4.0847, 3.3105, 0.9850], [-0.2533, 4.4346, -1.4611], [-0.6919, 5.8762, -3.3889], [0.8712, 5.9044, -5.3223], [2.8682, 4.4382, -5.2824], [3.2971, 2.9875, -3.3650], [1.3422, 0.7897, 1.7361], [-0.2470, -0.1231, -2.8134], [-2.3612, -1.0544, 1.3511], [-1.2963, 0.0347, 2.0984], [-0.8576, -3.1625, 0.1427], [0.3461, -1.8435, 0.0704], [1.4487, -2.3455, -0.4591], [2.6635, -1.6078, -0.6436], [3.7300, -2.2387, -1.1847], [3.6722, -3.6182, -1.5819], [2.5580, -4.3616, -1.3987], [1.4075, -3.7436, -0.8056], [0.2704, -4.3530, -0.5502], [2.7047, -0.5815, -0.3262], [4.6546, -1.6920, -1.3285], [4.5464, -4.0675, -2.0394], [2.5092, -5.4027, -1.6911]],
  "mulliken_charge": [-1.040, 0.329, 2.179, 0.392, -0.368, -1.089, -0.970, -0.461, 0.251, 2.030, 0.714, -0.655, -1.005, -0.749, -0.821, -0.802, 0.312, -0.349, -0.765, -0.505, -0.862, -0.296, -0.734, 0.570, -1.074, -0.916, 0.194, 0.339, 1.738, 0.159, -0.641, -0.723, -0.402, -0.704, -0.406, 0.193, -0.810, -1.044, -0.552, -0.840, -0.110, -0.620, 0.070, -1.335, -1.094, -0.146, 0.183, 2.857, 0.799, -0.791, -0.814, -0.707, -0.784, -0.815, 0.709, -0.332, -0.640, -0.651, -0.623, -0.542, 0.142, 0.383, 0.379, 0.515, 0.758, 0.406, 0.377, 0.391, 0.377, 0.366, 0.415, 0.347, 0.409, 0.135, 0.116, 0.356, 0.359, 0.288, 0.494, 0.374, 0.343, 0.366, 0.355, 0.449, 0.492, 0.351, 0.379, 0.347, 0.198, 0.393, 0.358, 0.538, 0.663, 0.512, 0.361, 0.399, 0.376, -0.060, 0.405, 0.349, 0.388, 0.308, -0.127, -0.941, -0.147, -0.572, 0.174, 0.079, 0.420, 0.066, -0.770, -0.635, -0.876, 0.784, -1.013, 0.300, 0.360, 0.371, 0.437],
  "lumo_energy_ev": [3.97, 3.97],
  "charge": -2,
  "relative_energy_kj_mol": 91.29,
  "orbital_gap_ev": [4.959, 5.131],
  "energy_ev": -327150.806,
  "multiplicity": 2
}

---

Q: Which value of charge does entry 2 give?
A: -2

---

Q: The lowest charge belongs to which entry?
A: C61H46FGeN2P3S2ScSe2